The following is a quantum chemistry calculation of a structure of composition C6H12F8LiN4O22S8 at a distorted geometry, from the Open Molecules 2025 dataset.

Results
Frontier orbital gap: 0.269 hartree
DFT total energy: -6102.230548 hartree
HOMO: -1.89 eV
Energy above the lowest of the compared OMol25 structures with the same formula, charge and spin: 0.0 kJ/mol

The geometry in ORCA input format:
```
! wB97M-V def2-TZVPD RIJCOSX def2/J DEFGRID3
* xyz -3 1
S -12.201 -21.481 -21.221
S -9.218 -18.211 -23.814
S -15.473 -22.213 -18.029
S -12.763 -15.962 -21.343
S -14.938 -16.781 -22.066
S -13.622 -21.107 -16.710
S -10.299 -22.228 -19.720
S -8.706 -18.359 -21.357
F -12.108 -20.860 -22.684
F -15.663 -17.350 -23.387
F -12.538 -21.759 -15.724
F -7.724 -19.199 -20.382
F -8.749 -19.107 -25.060
F -11.351 -15.595 -21.990
F -9.098 -23.307 -19.866
F -15.519 -23.512 -18.955
O -15.768 -15.657 -21.717
O -11.264 -22.933 -18.937
O -13.140 -14.652 -20.892
O -8.111 -17.053 -21.239
O -9.278 -18.242 -16.379
O -15.003 -17.904 -21.196
O -12.469 -20.316 -20.451
O -13.174 -22.498 -21.426
O -15.152 -16.365 -16.713
O -11.437 -18.348 -15.913
O -12.378 -16.953 -20.412
O -9.593 -21.114 -19.165
O -14.424 -20.359 -15.795
O -14.745 -15.721 -18.806
O -9.996 -18.582 -20.800
O -8.785 -16.884 -24.099
O -10.616 -18.444 -23.772
O -15.404 -21.187 -19.017
O -10.741 -18.621 -18.019
O -12.854 -20.394 -17.666
O -13.801 -17.567 -18.062
O -16.638 -22.290 -17.193
N -8.322 -19.090 -22.718
N -10.679 -22.073 -21.241
N -13.510 -16.468 -22.705
N -14.149 -22.548 -17.214
C -8.260 -18.155 -17.399
C -15.707 -14.699 -18.696
C -11.151 -18.477 -14.543
C -15.134 -17.424 -15.762
C -14.537 -16.644 -17.879
C -10.520 -18.434 -16.861
Li -12.364 -18.738 -19.094
H -7.300 -18.264 -16.904
H -16.345 -14.793 -19.572
H -15.454 -17.001 -14.807
H -15.723 -18.285 -16.056
H -11.589 -19.426 -14.228
H -10.132 -18.286 -14.216
H -16.406 -14.794 -17.859
H -14.111 -17.742 -15.549
H -8.353 -17.192 -17.900
H -11.703 -17.718 -13.970
H -15.196 -13.750 -18.549
H -8.408 -18.941 -18.136
*
```

=====

The following is a quantum chemistry calculation of a structure of composition C53H70F6N7O4PS2Sc at a distorted geometry, from the Open Molecules 2025 dataset.

Results
Frontier orbital gap: 0.251 hartree
DFT total energy: -5243.668143 hartree
HOMO: -4.50 eV
Energy above the lowest of the compared OMol25 structures with the same formula, charge and spin: 145.4 kJ/mol

The geometry in ORCA input format:
```
! wB97M-V def2-TZVPD RIJCOSX def2/J DEFGRID3
* xyz -1 1
Sc 0.415 1.276 0.354
S 3.749 0.235 -0.083
S 1.877 1.597 -1.942
P -2.414 1.519 2.052
F 0.332 4.977 1.252
F 3.666 1.811 2.077
F 4.927 2.540 0.472
F 5.552 0.834 1.649
F 1.247 2.959 1.461
F -0.049 3.450 -0.239
O 2.237 2.842 -2.519
O 1.544 -0.756 -2.613
O 4.823 0.178 -1.087
O 0.411 1.416 -1.704
N -3.354 0.393 2.866
N -1.097 0.894 1.533
N -2.200 2.858 3.015
N 0.941 -1.134 0.342
N 2.344 0.376 -2.978
N 2.486 1.290 -0.511
N -3.566 2.093 0.967
C -4.228 1.056 0.135
C 2.485 -3.961 1.066
C 0.227 -2.690 3.653
C -3.783 -1.974 3.322
C -1.043 -3.806 1.962
C -1.550 0.927 -4.768
C -1.749 5.147 4.851
C -3.272 3.792 3.380
C -4.096 2.426 -1.976
C 5.339 -0.260 -4.167
C -4.571 0.804 3.555
C 1.349 -0.144 4.534
C 3.291 -5.134 1.053
C 1.740 -1.874 -0.457
C 0.345 -1.922 1.367
C -0.625 -3.715 3.283
C -2.680 5.173 3.624
C 3.974 -4.739 -1.230
C 4.009 -5.525 -0.047
C 1.980 0.988 -7.154
C 0.866 0.656 -6.407
C -5.629 -0.295 3.518
C 0.940 0.470 -5.029
C -0.355 0.075 -4.318
C 4.501 1.457 1.101
C 3.030 -2.697 -2.251
C 3.206 -3.589 -1.171
C -1.080 -3.007 -0.438
C 4.997 2.186 -3.575
C 3.347 0.943 -5.144
C 2.196 0.612 -4.410
C -3.162 3.291 0.183
C -2.838 2.940 -1.262
C -2.063 -1.868 -0.714
C 2.151 -1.648 -1.765
C -5.065 -1.603 4.063
C 0.715 -1.782 2.715
C 1.716 -0.745 3.180
C -2.770 -0.837 3.397
C 4.610 -5.021 -2.477
C 4.410 -4.180 -3.540
C 1.063 4.159 0.468
C 4.774 1.088 -4.617
C -0.581 -2.919 0.998
C 3.199 1.131 -6.518
C 2.443 -3.173 -0.059
C -0.652 -1.411 -4.538
C -5.024 1.719 -0.978
C -0.891 3.129 3.642
C 3.127 -1.335 3.222
C -1.714 -4.349 -0.792
C -1.106 3.758 5.013
C 3.605 -3.002 -3.451
H -3.487 5.895 3.764
H -0.090 0.536 -6.901
H 4.834 -0.624 -3.272
H -6.501 0.026 4.096
H -2.124 5.475 2.732
H -2.308 3.762 0.667
H -2.362 0.811 -4.046
H -1.938 0.621 -5.743
H -5.805 -2.403 3.985
H -1.596 -0.903 -0.529
H 4.596 -6.437 -0.019
H -2.416 -1.895 -1.751
H -2.930 -1.952 -0.048
H 0.302 0.165 4.552
H 4.883 -4.413 -4.488
H -2.484 -0.694 4.454
H -1.616 -1.672 -4.089
H -4.013 3.818 2.584
H 1.976 0.730 4.736
H -4.837 -1.478 5.129
H -4.346 1.033 4.611
H 1.921 -3.733 1.958
H -3.793 3.471 4.293
H 5.346 1.393 -5.494
H 3.462 -1.646 2.231
H -1.294 1.987 -4.819
H -1.741 3.107 5.622
H 5.243 -1.009 -4.959
H 6.400 -0.153 -3.924
H -5.715 2.437 -0.526
H -4.957 1.712 3.093
H 4.465 3.103 -3.833
H -1.915 -4.384 -1.866
H -0.145 3.840 5.523
H 5.238 -5.898 -2.581
H -2.668 -4.496 -0.277
H 3.844 -0.612 3.620
H -1.056 -5.185 -0.544
H 3.317 -5.746 1.948
H 0.118 -2.042 -4.091
H 0.536 -2.605 4.690
H -5.633 0.966 -1.482
H -3.346 -2.883 3.734
H 1.714 0.062 2.453
H -4.007 -2.164 2.266
H -0.296 3.809 3.029
H 4.075 1.395 -7.098
H 1.900 1.135 -8.225
H -0.241 0.237 -3.255
H -1.872 -1.070 2.835
H -3.499 0.365 -0.298
H 6.068 2.407 -3.522
H -4.886 0.466 0.769
H -1.735 -4.591 1.684
H -3.810 1.733 -2.771
H -5.955 -0.444 2.485
H 1.510 -0.859 5.346
H -0.965 5.898 4.731
H -0.333 2.205 3.716
H -2.308 5.412 5.752
H -2.067 2.172 -1.276
H -0.229 -2.873 -1.108
H 3.475 -2.364 -4.318
H 4.687 1.873 -2.583
H -3.978 4.023 0.196
H 3.135 -2.218 3.870
H -2.415 3.806 -1.772
H -0.980 -4.426 4.019
H -4.625 3.254 -2.455
H -0.706 -1.634 -5.608
*
```

=====

The following is a quantum chemistry calculation of a cluster of 9 separate species, C27H78N6O9 in total at a distorted geometry, from the Open Molecules 2025 dataset.

Results
Frontier orbital gap: 0.345 hartree
DFT total energy: -2080.508013 hartree
HOMO: -8.96 eV
Energy above the lowest of the compared OMol25 structures with the same formula, charge and spin: 1500.7 kJ/mol

The geometry in ORCA input format:
```
! wB97M-V def2-TZVPD RIJCOSX def2/J DEFGRID3
* xyz 0 1
O 2.732 2.586 -6.261
O 2.368 -3.809 -3.910
O -5.311 -0.958 -1.960
O 3.287 3.903 3.759
O -0.956 2.402 2.170
O -0.097 -0.465 0.955
O 3.781 -3.126 1.465
O -3.676 3.513 -1.503
O -3.078 -3.804 5.354
N -1.153 -3.213 2.205
N 1.555 -4.198 4.253
N 3.430 1.510 0.980
N -1.946 -2.318 -2.624
N -0.118 3.778 -0.910
N 0.463 2.156 -3.382
C 3.897 5.228 4.000
C 0.531 -0.552 -0.310
C -1.459 5.376 -2.184
C 2.619 -2.857 2.374
C 1.698 1.988 -5.502
C -3.336 -1.797 -2.851
C -2.482 -1.596 3.416
C -4.608 2.402 -1.785
C -4.065 -4.713 5.747
C -1.740 -2.926 3.538
C 3.937 1.227 3.324
C -1.473 4.293 -1.021
C 3.999 -1.908 0.768
C -0.282 3.515 2.853
C 2.773 2.347 -7.592
C -4.122 -1.613 -1.582
C 1.771 -3.170 -2.931
C -3.967 -2.623 -3.928
C 2.796 2.641 -3.244
C 2.457 -4.203 3.142
C -2.642 -4.049 4.017
C -2.322 3.150 -1.557
C 3.502 3.513 2.457
C 2.112 -5.379 2.232
C 1.606 2.703 -4.145
C -6.352 -1.162 -1.046
C 3.136 1.999 2.318
H -3.852 -3.792 -3.563
H 2.617 1.121 -7.854
H -3.229 -1.267 2.829
H -5.155 -2.471 -4.134
H 1.470 -2.201 -3.450
H 2.470 -3.120 -1.903
H -6.754 -2.217 -1.072
H 2.991 -5.705 1.588
H 2.111 1.936 2.568
H 3.215 -1.603 0.008
H -2.042 2.652 -2.525
H -0.439 -3.769 2.349
H -4.165 -4.489 6.781
H -1.589 -1.013 2.958
H -6.064 -1.098 -0.064
H 1.912 1.134 -5.394
H -3.423 -2.504 -4.861
H 3.634 5.922 3.226
H 2.751 -1.981 3.078
H 0.758 -1.651 -0.339
H 3.261 -3.279 -3.913
H 4.184 -1.090 1.586
H 2.547 3.186 -2.253
H -2.290 2.248 -0.901
H 1.677 -4.960 4.896
H -3.455 -4.137 3.331
H 3.582 5.601 4.910
H -0.163 3.027 -0.319
H -1.895 2.949 2.278
H 3.875 0.116 3.342
H 0.053 3.315 -1.760
H -1.696 4.686 -0.094
H -4.413 1.766 -2.576
H -1.974 -3.267 -2.280
H 4.551 3.718 2.140
H 0.627 2.138 -6.065
H 0.592 1.195 -3.505
H -0.919 -2.668 4.217
H -1.200 4.931 -3.200
H -3.594 -0.966 -0.792
H 5.087 5.233 4.070
H 0.505 3.692 2.136
H 1.605 -2.570 1.932
H -4.716 1.651 -0.956
H 1.215 -5.291 1.485
H -5.425 2.781 -1.853
H 3.599 2.988 -3.806
H -0.154 -0.454 -1.173
H -1.670 -1.885 -1.879
H 0.359 3.617 3.761
H -0.668 6.046 -2.234
H 3.541 1.348 4.439
H 1.871 -6.446 2.751
H 0.737 -3.487 -2.654
H -2.166 -4.876 4.245
H -7.107 -0.437 -1.163
H 3.030 1.697 -2.957
H -3.223 -0.826 -3.476
H -0.699 -2.330 1.846
H 5.100 1.362 3.225
H 2.060 2.917 -7.988
H -3.803 -5.872 5.547
H -4.932 -4.524 5.031
H -0.595 0.411 1.039
H 1.383 3.713 -4.494
H 3.672 2.689 -7.924
H 2.955 2.324 0.574
H -2.780 -1.102 4.463
H 4.367 1.519 0.814
H -0.909 4.490 2.947
H 1.534 -0.035 -0.461
H 3.456 -4.513 3.283
H -0.151 2.197 -4.043
H -4.268 -2.619 -1.063
H 1.966 -3.322 4.670
H -2.407 5.788 -2.414
H 2.895 4.084 1.600
H 4.907 -2.094 0.308
*
```